C4H12NO | wB97M-V/def2-TZVPD

Structure (XYZ):
```
18
Properties=species:S:1:pos:R:3:nbo_charge:R:1
C -0.4096 -1.9780 -0.3302 -0.226
N 0.8913 -1.7492 0.4238 -0.509
C 1.6607 -0.6201 -0.2924 -0.210
C 0.4944 0.1363 -0.9795 -0.441
C -0.8240 -0.5224 -0.6274 -0.448
H -1.0631 -2.6255 0.2420 0.244
H -0.2300 -2.5384 -1.2499 0.234
H 0.5559 -1.5206 1.3606 0.433
H 1.5537 -2.5051 0.5442 0.443
H 2.2443 -0.1857 0.5216 0.234
H 2.4068 -1.0204 -0.9769 0.237
H 0.6408 0.1973 -2.0538 0.245
H 0.5513 1.1397 -0.5523 0.258
H -1.5366 -0.0347 0.0357 0.249
H -1.3592 -0.4903 -1.5757 0.257
H -2.0950 3.3087 1.5995 0.473
H -1.6578 4.5538 0.7185 0.481
O -1.4316 3.9766 1.4261 -0.953
```

Results
HOMO-LUMO gap	0.3895	Eh
relative energy (zero: lowest compared OMol25 entry of this formula, charge and spin)	107.9	kJ/mol
molecular weight	90.1	g/mol
total charge	+1